The following is a DFT calculation (ωB97M-V with the def2-TZVPD basis set) of a molecular structure, C13H35N5O2Se2V.

Last column: Löwdin spin population.
Atoms and positions in Å:
V1 -0.161 -0.233 -0.731  2.1568
N1 0.494 -2.083 0.556  0.0013
C1 -0.269 -3.278 0.356  0.0004
C2 -1.732 -2.960 0.134  0.0013
N2 -2.035 -1.812 -0.776  -0.0043
C3 -2.429 -2.260 -2.142  0.0008
C4 -1.183 -2.412 -2.946  0.0011
N3 -0.248 -1.280 -2.702  0.0038
H1 0.313 -1.625 1.436  0.0021
H2 1.479 -2.209 0.555  0.0011
H3 0.181 -3.841 -0.499  0.0001
H4 -0.176 -3.983 1.208  -0.0004
H5 -2.310 -3.840 -0.133  -0.0002
H6 -2.018 -2.664 1.136  0.0002
H7 -2.761 -1.297 -0.270  0.0018
H8 -2.998 -3.141 -2.153  -0.0002
H9 -3.007 -1.464 -2.587  0.0002
H10 -0.628 -3.350 -2.620  0.0001
H11 -1.384 -2.590 -3.974  -0.0003
H12 0.709 -1.466 -2.996  0.0010
H13 -0.540 -0.487 -3.295  0.0035
O1 -0.329 0.145 5.449  0.0002
C5 0.595 0.900 4.601  0.0005
C6 -0.181 1.482 3.428  0.0010
C7 -1.114 2.587 4.005  -0.0003
O2 -1.946 2.186 5.087  0.0000
C8 -0.946 0.296 2.799  0.0013
Se1 -1.745 0.686 1.007  -0.1078
C9 0.740 2.077 2.389  -0.0004
Se2 1.379 0.987 0.863  -0.0830
H14 0.084 0.024 6.308  0.0000
H15 1.361 0.212 4.133  0.0001
H16 1.123 1.695 5.204  0.0001
H17 -1.731 2.983 3.171  -0.0004
H18 -0.377 3.359 4.388  0.0000
H19 -1.598 1.410 5.509  0.0000
H20 -1.843 0.048 3.465  -0.0027
H21 -0.342 -0.598 2.752  -0.0002
H22 1.635 2.385 2.927  -0.0032
H23 0.227 2.933 1.942  0.0014
N4 2.076 -0.339 -1.547  -0.0027
C10 2.604 -0.070 -2.924  0.0011
C11 2.546 1.438 -3.356  0.0003
C12 1.136 2.054 -3.567  0.0005
C13 0.410 2.476 -2.275  0.0037
N5 -0.697 1.572 -1.832  0.0120
H24 2.587 0.342 -0.966  -0.0004
H25 2.593 -1.215 -1.342  0.0011
H26 2.111 -0.707 -3.708  -0.0001
H27 3.654 -0.378 -3.054  -0.0004
H28 3.106 1.470 -4.274  0.0000
H29 3.105 2.077 -2.611  0.0000
H30 0.519 1.347 -4.072  0.0002
H31 1.261 2.930 -4.170  0.0000
H32 0.030 3.516 -2.358  -0.0002
H33 1.127 2.414 -1.423  0.0005
H34 -1.411 1.513 -2.531  0.0028
H35 -1.047 2.040 -0.972  0.0044

Force components x, y, z for each atom (eV/Å):
0.318 -1.430 0.543
-0.603 1.647 -0.506
0.639 -2.026 -0.960
0.182 0.631 0.508
0.199 -0.770 0.243
0.950 2.201 0.864
2.197 -1.721 1.140
-0.785 0.651 -0.715
-0.232 -0.013 0.289
0.892 -0.368 -0.110
-0.309 0.491 0.401
-0.244 0.329 -0.309
0.019 -0.167 -0.047
-0.711 0.266 0.130
0.025 0.020 -0.604
-0.870 -1.306 0.083
-0.454 0.298 -0.058
-0.618 1.040 -0.213
-0.251 0.163 -1.027
-0.515 -0.382 -0.009
0.200 -0.478 0.241
0.953 0.317 -0.493
0.972 -0.633 0.109
-1.257 -1.156 0.227
0.869 0.122 0.101
-0.570 1.159 -1.190
-2.427 0.490 0.993
-0.176 -0.153 0.790
0.059 0.579 -0.089
0.559 0.228 0.824
0.083 -0.087 0.033
-0.494 0.467 0.829
-0.547 -0.709 -0.628
0.211 0.000 0.657
-0.917 -0.306 -0.584
0.492 -0.684 0.214
1.202 0.279 -0.998
0.245 -0.091 0.001
0.236 0.346 -0.458
0.336 0.012 0.101
1.625 -0.331 -0.754
-0.089 0.943 -1.328
-0.384 -0.390 1.285
0.731 -0.247 1.360
0.649 0.107 0.539
1.034 0.639 0.893
-0.218 -0.145 0.008
-0.892 0.363 0.460
0.025 0.642 0.680
-0.183 0.089 0.589
0.187 0.204 -0.484
-0.440 -0.726 -0.643
-0.539 -0.501 -0.858
-0.061 0.369 -0.538
0.202 -0.612 0.038
-0.462 0.489 -0.587
-0.676 0.250 -0.236
-0.368 -0.399 -0.755

* net charge: +1
* energy above the lowest of the compared OMol25 structures with the same formula, charge and spin: 1.3 kcal per mole
* spin multiplicity: 3
* HOMO-LUMO gap (alpha / beta): 0.279 / 0.276 hartree
* M: 502.320 g/mol

The following is a DFT calculation (ωB97M-V with the def2-TZVPD basis set) of 4 unconnected molecules or ions with the total composition C13H35O8P.

Last column: Löwdin charge in e.
Atoms and positions in Å:
O1 4.901 1.482 4.182  -0.2463
C1 4.487 2.667 4.050  -0.9232
O2 5.182 3.714 3.939  -0.2444
P1 2.533 2.885 3.972  0.1554
H1 2.525 3.898 5.104  -0.1151
H2 2.675 4.002 2.976  -0.1020
H3 2.457 1.867 2.865  -0.1019
H4 2.331 1.760 4.964  -0.1031
H5 1.044 3.031 3.866  -0.1360
C2 -4.178 2.914 5.960  -0.1213
O3 -4.474 1.744 5.223  -0.1978
C3 -4.035 1.811 3.873  -0.2132
C4 -2.674 1.184 3.664  -0.2251
O4 -1.666 1.890 4.336  -0.1981
C5 -1.186 1.264 5.509  -0.1158
H6 -4.372 2.694 7.009  0.0829
H7 -3.133 3.208 5.843  0.0859
H8 -4.822 3.747 5.648  0.0818
H9 -3.998 2.856 3.545  0.1223
H10 -4.780 1.288 3.262  0.1156
H11 -2.441 1.216 2.592  0.1270
H12 -2.696 0.132 3.974  0.1231
H13 -0.596 0.374 5.265  0.0885
H14 -2.011 0.979 6.175  0.0744
H15 -0.523 1.959 6.018  0.0874
C6 2.584 0.154 0.674  -0.1120
O5 1.354 0.639 0.134  -0.1914
C7 1.438 1.074 -1.194  -0.2293
C8 0.814 0.081 -2.151  -0.2167
O6 1.525 -1.150 -2.206  -0.2085
C9 0.967 -2.150 -1.378  -0.1230
H16 2.369 -0.274 1.647  0.0833
H17 3.013 -0.608 0.010  0.0750
H18 3.291 0.968 0.836  0.0867
H19 2.476 1.272 -1.483  0.1282
H20 0.883 2.018 -1.275  0.1257
H21 0.814 0.497 -3.166  0.1122
H22 -0.225 -0.100 -1.855  0.1215
H23 0.034 -2.542 -1.807  0.0800
H24 0.771 -1.770 -0.374  0.0862
H25 1.692 -2.961 -1.314  0.0859
C10 -1.620 -1.857 -6.899  -0.1221
O7 -0.213 -1.779 -6.816  -0.1908
C11 0.290 -1.989 -5.501  -0.1974
C12 0.827 -3.387 -5.313  -0.1917
O8 -0.192 -4.374 -5.423  -0.1879
C13 -0.225 -5.015 -6.678  -0.1258
H26 -1.883 -1.869 -7.957  0.0846
H27 -2.003 -2.764 -6.425  0.0824
H28 -2.091 -0.986 -6.429  0.0886
H29 -0.485 -1.784 -4.757  0.1263
H30 1.103 -1.277 -5.337  0.1277
H31 1.258 -3.461 -4.312  0.1229
H32 1.618 -3.582 -6.044  0.1260
H33 0.632 -5.689 -6.801  0.0858
H34 -0.229 -4.295 -7.501  0.0813
H35 -1.140 -5.606 -6.717  0.0855

Force components x, y, z for each atom (eV/Å):
0.108 0.189 -0.051
-0.012 0.033 0.031
-0.057 -0.311 0.039
-0.106 0.046 -0.051
0.023 0.070 -0.019
-0.018 -0.009 0.077
-0.038 -0.022 -0.039
-0.045 -0.007 -0.001
0.110 0.013 0.104
0.076 -0.010 0.041
-0.065 -0.005 -0.032
-0.051 0.028 0.018
0.175 -0.049 -0.068
-0.242 0.141 0.132
0.148 -0.147 0.042
-0.026 -0.003 -0.006
-0.013 0.017 0.002
0.020 -0.007 -0.019
-0.021 0.021 -0.013
0.023 -0.016 0.014
-0.026 -0.049 -0.004
-0.017 -0.002 0.009
0.004 0.013 -0.037
-0.013 0.013 0.001
0.055 0.085 -0.159
0.070 -0.018 -0.061
-0.081 -0.265 -0.041
-0.001 0.160 0.135
0.051 -0.019 -0.124
-0.097 -0.063 -0.146
0.057 -0.001 0.081
-0.030 0.084 0.046
0.016 0.013 0.008
-0.017 0.017 0.022
0.006 -0.017 -0.008
0.041 0.016 -0.043
0.001 0.026 0.039
-0.027 -0.014 -0.009
-0.002 0.031 0.013
0.000 -0.011 0.004
-0.002 -0.012 -0.019
0.013 0.014 -0.001
-0.017 -0.084 -0.010
0.033 0.163 -0.008
0.019 -0.101 0.080
-0.033 0.031 -0.019
-0.004 0.005 0.013
0.002 0.021 -0.002
-0.013 -0.003 -0.001
-0.003 -0.019 0.022
-0.008 0.004 0.014
-0.002 -0.003 0.031
0.000 0.017 -0.007
0.024 -0.001 -0.002
0.013 0.022 -0.014
-0.001 -0.004 -0.015
0.005 -0.018 0.011

* net charge: -2
* spin multiplicity: 1
* HOMO-LUMO gap: 0.054 hartree
* M: 350.389 g/mol

The following is a DFT calculation (ωB97M-V with the def2-TZVPD basis set) of a molecular structure, C13H36AgN4O6.

Last column: Löwdin charge in e.
Atoms and positions in Å:
Ag1 0.753 0.217 0.600  0.7408
O1 -0.300 1.931 1.928  -0.4036
C1 0.787 2.772 1.970  -0.4660
C2 2.198 2.183 2.247  -0.4785
O2 2.642 1.091 1.554  -0.3937
H1 0.716 3.534 2.797  0.0820
H2 0.859 3.453 1.082  0.0738
H3 2.309 2.084 3.356  0.0812
H4 2.891 3.058 2.104  0.0789
C3 -0.603 -3.531 0.431  -0.0624
C4 -0.821 -2.359 -0.500  -0.4352
C5 -1.754 -2.722 -1.632  -0.2188
O3 -1.767 -1.648 -2.539  -0.2122
C6 -2.783 -1.718 -3.512  -0.0994
N1 -1.341 -1.182 0.249  0.0462
H5 -0.452 -4.470 -0.111  0.0759
H6 -1.452 -3.678 1.109  0.0803
H7 0.273 -3.425 1.072  0.0736
H8 0.172 -2.064 -0.848  0.1064
H9 -2.760 -2.898 -1.208  0.1333
H10 -1.480 -3.677 -2.109  0.1270
H11 -2.642 -0.898 -4.215  0.0869
H12 -3.754 -1.593 -3.021  0.0925
H13 -2.718 -2.641 -4.099  0.0863
H14 -1.592 -0.558 -0.518  0.0505
H15 -2.205 -1.441 0.721  0.0856
C7 1.412 2.881 -1.950  -0.0642
C8 0.143 2.093 -1.791  -0.4437
C9 -1.001 2.500 -2.712  -0.2106
O4 -2.190 1.815 -2.388  -0.1985
C10 -2.812 2.331 -1.227  -0.0986
N2 0.470 0.661 -1.980  0.0365
H16 1.907 2.691 -2.911  0.0750
H17 2.115 2.639 -1.149  0.0781
H18 1.278 3.966 -1.905  0.0793
H19 -0.233 2.154 -0.765  0.0929
H20 -0.711 2.222 -3.732  0.1249
H21 -1.165 3.588 -2.707  0.1217
H22 -3.806 1.908 -1.078  0.0834
H23 -2.927 3.418 -1.312  0.0884
H24 -2.246 2.083 -0.321  0.0777
H25 1.007 0.556 -2.840  0.0772
H26 -0.355 0.091 -2.158  0.0368
C11 4.214 -3.200 0.167  -0.0899
C12 3.106 -2.289 -0.345  -0.3276
O5 2.391 -1.661 0.708  -0.1611
H27 4.737 -3.641 -0.682  0.0667
H28 3.772 -3.958 0.817  0.0703
H29 4.887 -2.651 0.829  0.0744
H30 2.358 -2.904 -0.857  0.0969
H31 3.472 -1.552 -1.068  0.1133
H32 2.954 -0.993 1.147  0.0585
C13 -1.117 0.445 4.906  -0.7009
O6 -1.231 -0.071 6.015  -0.0386
N3 -1.052 -0.253 3.739  0.1461
N4 -0.971 1.792 4.715  0.1487
H33 -0.966 0.282 2.880  0.0375
H34 -0.951 -1.247 3.736  0.0830
H35 -0.944 2.364 5.534  0.0854
H36 -0.718 2.123 3.778  0.0495

Force components x, y, z for each atom (eV/Å):
-0.039 0.448 0.443
0.083 -0.292 -0.274
0.247 0.886 0.422
0.883 0.665 0.617
-0.460 -0.533 -0.560
-0.189 -0.154 -0.049
-0.039 -0.437 -0.245
-0.421 -0.577 -0.088
-0.211 0.035 -0.316
-0.054 -0.620 0.561
0.158 -0.019 0.971
-0.184 -0.357 0.114
0.185 0.010 -0.306
0.131 0.227 0.008
0.400 -0.501 -1.115
-0.108 0.095 -0.121
-0.069 0.004 -0.168
0.007 0.399 -0.101
-0.169 0.068 -0.485
0.020 0.182 -0.054
0.221 0.228 -0.183
0.048 0.139 0.184
-0.134 -0.246 -0.217
-0.191 -0.145 0.227
-0.298 0.414 0.506
0.045 0.112 0.108
0.554 0.659 0.021
-0.481 -0.704 0.129
0.583 0.194 -0.132
-0.464 -0.211 -0.291
0.132 0.100 0.530
-0.025 -0.266 -0.374
-0.120 -0.185 0.009
-0.057 -0.193 -0.040
-0.310 -0.089 0.081
0.219 0.363 0.110
-0.268 -0.058 -0.049
-0.031 -0.015 0.163
0.022 -0.218 -0.473
0.079 0.002 0.107
0.076 0.259 0.008
0.210 0.061 0.189
-0.162 0.288 0.157
-0.403 0.360 0.378
-0.391 -0.072 0.246
0.607 -0.441 0.007
0.201 -0.147 0.171
0.006 -0.222 -0.279
0.230 0.110 -0.349
0.088 0.041 -0.118
0.097 0.031 0.087
-0.344 0.341 -0.013
0.745 0.294 -0.032
-0.224 -0.174 0.175
-0.569 0.154 -0.329
-0.387 -0.246 -0.078
0.457 -0.008 -0.087
-0.006 -0.045 0.220
0.067 0.037 0.024
0.012 -0.033 -0.048

* net charge: -1
* energy above the lowest of the compared OMol25 structures with the same formula, charge and spin: 0.0 kcal per mole
* spin multiplicity: 1
* HOMO-LUMO gap: 0.216 hartree
* M: 452.321 g/mol

The following is a DFT calculation (ωB97M-V with the def2-TZVPD basis set) of 5 unconnected molecules or ions with the total composition C13H36N3O4Si.

Last column: Löwdin charge in e.
Atoms and positions in Å:
C1 0.634 1.764 4.226  -0.1816
Si1 -0.204 1.049 2.636  0.5320
C2 -0.026 2.364 1.268  -0.1788
C3 -2.025 0.671 3.067  -0.1820
N1 0.616 -0.528 2.293  -0.1569
C4 0.083 -1.828 2.057  0.0510
N2 1.279 -2.580 1.907  0.0884
C5 2.464 -1.745 2.061  0.0164
N3 1.960 -0.446 2.297  0.0787
H1 0.660 0.916 4.994  0.0212
H2 0.104 2.697 4.607  0.0639
H3 1.722 1.979 3.918  0.0503
H4 -0.253 3.381 1.758  0.0666
H5 -0.782 2.249 0.417  0.0331
H6 1.006 2.442 0.800  0.0463
H7 -2.382 1.523 3.746  0.0664
H8 -2.026 -0.332 3.636  0.0387
H9 -2.701 0.547 2.154  0.0383
H10 -1.007 -2.119 2.010  0.1694
H11 1.340 -3.583 1.699  0.1652
H12 3.550 -2.052 2.000  0.1542
C6 -3.588 1.339 -2.732  -0.0834
C7 -3.128 0.800 -1.393  -0.3307
O1 -3.667 1.587 -0.334  -0.1024
H13 -3.275 2.378 -2.855  0.0821
H14 -3.177 0.747 -3.553  0.0700
H15 -4.680 1.324 -2.801  0.0774
H16 -2.039 0.836 -1.321  0.0842
H17 -3.449 -0.238 -1.258  0.1105
H18 -4.629 1.543 -0.398  0.0862
C8 -0.433 -1.193 8.674  -0.0886
C9 0.258 -0.995 7.340  -0.3306
O2 0.810 0.315 7.259  -0.1028
H19 -1.227 -0.455 8.808  0.0811
H20 -0.866 -2.194 8.745  0.0770
H21 0.272 -1.056 9.499  0.0774
H22 -0.455 -1.111 6.520  0.1013
H23 1.062 -1.725 7.205  0.1072
H24 1.445 0.408 7.981  0.0913
C10 1.038 -0.151 -4.447  -0.0904
C11 0.088 -0.072 -3.268  -0.3324
O3 -0.977 -1.003 -3.430  -0.0912
H25 0.510 0.059 -5.380  0.0719
H26 1.857 0.564 -4.337  0.0802
H27 1.458 -1.157 -4.539  0.0736
H28 -0.346 0.927 -3.193  0.1070
H29 0.610 -0.294 -2.330  0.0985
H30 -0.588 -1.884 -3.486  0.0834
C12 3.237 -0.096 -8.578  -0.0923
C13 2.441 -1.199 -7.910  -0.3233
O4 1.086 -0.797 -7.742  -0.0982
H31 3.200 0.819 -7.982  0.0760
H32 4.281 -0.391 -8.707  0.0756
H33 2.817 0.145 -9.559  0.0747
H34 2.850 -1.421 -6.922  0.1036
H35 2.465 -2.115 -8.508  0.1091
H36 0.727 -0.611 -8.619  0.0862

Force components x, y, z for each atom (eV/Å):
0.750 -1.115 -0.660
-1.343 3.170 1.416
-0.164 0.457 -0.928
-0.052 -0.922 -0.190
-1.067 -3.436 -0.775
4.846 2.024 0.290
0.013 1.701 0.326
-4.524 2.489 0.371
1.552 -4.544 -0.827
-0.033 1.504 -0.660
0.744 -1.349 -0.489
-1.553 -0.047 0.713
0.345 -1.557 -0.570
0.976 0.055 1.168
-1.180 -0.143 0.674
0.379 -1.380 -0.999
-0.272 1.580 -0.497
0.804 0.387 1.247
1.692 0.256 0.024
-0.262 0.655 0.186
-1.727 0.333 0.069
0.116 0.006 -0.195
-0.442 0.066 -0.210
0.146 -0.014 0.386
0.045 -0.089 0.042
-0.059 0.009 0.036
0.051 -0.104 -0.016
-0.082 0.043 0.142
0.156 -0.077 -0.143
0.174 0.077 0.008
-0.165 -0.073 0.031
0.192 0.086 0.474
0.048 0.032 -0.212
0.030 -0.085 -0.087
0.030 0.047 0.070
0.004 -0.121 -0.059
0.081 0.163 -0.026
-0.113 -0.161 -0.039
-0.123 0.047 -0.128
0.007 0.167 -0.069
0.224 -0.334 -0.253
-0.237 0.004 0.271
0.073 0.005 0.092
0.008 -0.059 -0.029
0.048 0.053 0.059
-0.126 -0.144 0.016
0.097 0.176 0.077
-0.105 0.161 -0.122
0.145 0.066 0.035
-0.091 0.199 -0.389
-0.159 -0.046 0.152
0.034 -0.107 0.021
-0.043 0.052 -0.053
0.083 -0.098 -0.004
-0.195 0.014 -0.008
0.184 -0.045 0.066
0.036 -0.032 0.175

* net charge: +1
* spin multiplicity: 1
* HOMO-LUMO gap: 0.296 hartree
* M: 326.534 g/mol